## P
{
  "formula": "C76H133N19",
  "method": "ωB97M-V with the def2-TZVPD basis set",
  "e_lumo_ha": 0.0114,
  "homo_energy_ev": -11.24,
  "homo_lumo_gap_ev": 11.55,
  "species": ["C", "C", "C", "C", "N", "H", "H", "H", "H", "H", "H", "H", "C", "C", "C", "C", "N", "H", "H", "H", "H", "H", "H", "H", "C", "C", "C", "C", "N", "H", "H", "H", "H", "H", "H", "H", "C", "C", "C", "C", "N", "H", "H", "H", "H", "H", "H", "H", "C", "C", "C", "C", "N", "H", "H", "H", "H", "H", "H", "H", "C", "C", "C", "C", "N", "H", "H", "H", "H", "H", "H", "H", "C", "C", "C", "C", "N", "H", "H", "H", "H", "H", "H", "H", "C", "C", "C", "C", "N", "H", "H", "H", "H", "H", "H", "H", "C", "C", "C", "C", "N", "H", "H", "H", "H", "H", "H", "H", "C", "C", "C", "C", "N", "H", "H", "H", "H", "H", "H", "H", "C", "C", "C", "C", "N", "H", "H", "H", "H", "H", "H", "H", "C", "C", "C", "C", "N", "H", "H", "H", "H", "H", "H", "H", "C", "C", "C", "C", "N", "H", "H", "H", "H", "H", "H", "H", "C", "C", "C", "C", "N", "H", "H", "H", "H", "H", "H", "H", "C", "C", "C", "C", "N", "H", "H", "H", "H", "H", "H", "H", "C", "C", "C", "C", "N", "H", "H", "H", "H", "H", "H", "H", "C", "C", "C", "C", "N", "H", "H", "H", "H", "H", "H", "H", "C", "C", "C", "C", "N", "H", "H", "H", "H", "H", "H", "H", "C", "C", "C", "C", "N", "H", "H", "H", "H", "H", "H", "H"],
  "xyz": [[-0.1288, -6.8229, -5.8311], [-0.9128, -5.7589, -5.1357], [-0.1652, -5.0085, -3.9949], [-0.2503, -5.6880, -2.7012], [-0.2029, -6.0953, -1.6293], [0.1296, -7.6914, -5.2153], [0.7386, -6.3197, -6.2399], [-0.6960, -7.2649, -6.6615], [-1.7875, -6.2207, -4.6318], [-1.3005, -4.9988, -5.8653], [-0.6675, -4.0159, -3.9033], [0.9251, -4.9820, -4.1481], [-2.8598, 3.5478, -1.1744], [-2.6816, 3.6413, 0.3319], [-3.6043, 4.6679, 0.9455], [-3.1721, 6.0445, 0.7566], [-2.7240, 7.1199, 0.7398], [-2.6544, 4.5052, -1.6773], [-3.9007, 3.3364, -1.4294], [-2.1695, 2.8138, -1.6198], [-1.6520, 3.9413, 0.4958], [-2.9394, 2.7150, 0.8395], [-3.6986, 4.5947, 2.0386], [-4.6948, 4.6394, 0.6580], [-0.0620, -0.7778, -5.6584], [-1.4082, -0.0133, -5.6312], [-2.5803, -0.8108, -5.0117], [-2.9471, -2.0509, -5.7280], [-3.1897, -3.0278, -6.3047], [-0.0977, -1.6761, -6.2823], [0.0897, -1.0988, -4.6431], [0.8061, -0.1560, -5.8841], [-1.5996, 0.4726, -6.5650], [-1.3040, 0.7903, -4.9278], [-3.4614, -0.1558, -4.9172], [-2.3289, -1.1644, -4.0137], [5.1897, -8.5552, -1.4816], [5.3737, -7.0481, -1.3422], [5.3811, -6.3308, -2.7106], [4.0242, -6.2998, -3.3442], [2.9909, -6.2140, -3.7967], [4.9613, -8.9975, -0.5187], [6.0990, -8.9643, -1.9260], [4.4039, -8.8759, -2.1995], [6.2645, -6.6653, -0.8179], [4.6275, -6.6406, -0.6458], [6.0538, -6.7922, -3.4537], [5.7090, -5.2839, -2.6746], [-0.1611, 2.2896, -3.5327], [0.6300, 3.2454, -2.6199], [0.7673, 4.6902, -3.1712], [1.1620, 4.7180, -4.5816], [1.3893, 4.7838, -5.7238], [-1.1310, 2.6957, -3.7390], [-0.2776, 1.2989, -3.0139], [0.3284, 2.0808, -4.4873], [1.6721, 2.8562, -2.5713], [0.1900, 3.2722, -1.6352], [1.4657, 5.2728, -2.6291], [-0.1801, 5.2257, -3.1446], [-7.4400, 1.8680, -3.0653], [-6.7747, 0.7418, -3.7999], [-5.7429, 0.0105, -2.9418], [-6.2678, -0.8114, -1.8393], [-6.4894, -1.3769, -0.8569], [-8.1235, 1.6043, -2.2715], [-8.0522, 2.5093, -3.7209], [-6.6851, 2.5251, -2.6429], [-6.2238, 1.1710, -4.6434], [-7.5486, 0.0372, -4.1140], [-5.0692, 0.6849, -2.4392], [-5.1432, -0.6471, -3.6044], [1.7339, -5.3719, 0.6428], [0.8246, -6.2429, 1.5270], [-0.0839, -5.5075, 2.4922], [0.8310, -4.7305, 3.3592], [1.6917, -4.1723, 3.8995], [1.1344, -4.6498, 0.0744], [2.2883, -5.9968, -0.0965], [2.4314, -4.7858, 1.2204], [1.4617, -6.8737, 2.1648], [0.2346, -6.8526, 0.8462], [-0.6909, -6.1815, 3.0533], [-0.7500, -4.8829, 1.9510], [3.6717, -1.3380, -2.2513], [2.3404, -1.7277, -2.8761], [2.4015, -2.5237, -4.1904], [3.0105, -1.7135, -5.3323], [3.5730, -1.1202, -6.1346], [4.2694, -0.8252, -2.9965], [4.2607, -2.2353, -1.9319], [3.5768, -0.7386, -1.3623], [1.7426, -0.8425, -3.1726], [1.6815, -2.2544, -2.1625], [1.3693, -2.7676, -4.4787], [2.9568, -3.4715, -4.0618], [-6.5973, 3.8165, 4.1661], [-6.2236, 2.6158, 4.9613], [-4.7708, 2.5693, 5.4495], [-3.8225, 2.7129, 4.3491], [-3.0196, 2.7795, 3.5311], [-7.6634, 4.0681, 4.1780], [-6.2591, 3.7791, 3.1271], [-6.1168, 4.6962, 4.6366], [-6.3488, 1.7078, 4.3663], [-6.9308, 2.4507, 5.7861], [-4.5085, 1.6287, 5.9653], [-4.6350, 3.3938, 6.1997], [1.4394, -1.1254, 5.9012], [0.5211, -1.0093, 4.7027], [-0.1712, 0.3801, 4.5727], [-1.2046, 0.5699, 5.5906], [-1.9398, 0.6484, 6.4523], [0.8771, -0.8191, 6.8090], [2.2417, -0.4211, 5.8683], [1.8692, -2.1311, 6.0176], [-0.1986, -1.8085, 4.6147], [1.1096, -1.0710, 3.7963], [-0.5969, 0.5446, 3.5513], [0.5887, 1.1489, 4.7224], [-0.1579, 4.1576, 5.7194], [-0.2096, 4.7284, 4.2892], [0.3050, 3.7092, 3.1903], [1.5899, 3.1079, 3.4815], [2.5799, 2.5506, 3.7599], [-0.5858, 4.9026, 6.4187], [0.8389, 3.8835, 6.0726], [-0.7867, 3.2833, 5.7711], [0.3067, 5.7027, 4.2822], [-1.2320, 4.9625, 4.0180], [0.3548, 4.1833, 2.1969], [-0.4006, 2.9031, 3.1799], [3.8284, -2.3542, 1.8387], [4.1619, -1.2694, 2.8794], [5.5535, -0.6236, 2.6122], [5.5822, -0.0483, 1.2426], [5.5765, 0.4164, 0.1978], [2.7752, -2.6406, 1.9761], [4.5022, -3.2113, 2.0568], [4.0225, -2.0268, 0.8107], [4.0811, -1.7131, 3.8720], [3.4555, -0.4430, 2.8670], [6.3849, -1.3208, 2.6489], [5.7561, 0.1745, 3.3237], [-4.5700, -4.8190, -1.3301], [-3.4309, -5.0133, -0.3113], [-2.4391, -3.8813, -0.0697], [-1.9609, -3.1035, -1.2325], [-1.6300, -2.5429, -2.1946], [-5.0575, -5.7817, -1.5167], [-4.2589, -4.4194, -2.3108], [-5.2917, -4.0884, -0.9885], [-2.7766, -5.8453, -0.6606], [-3.8069, -5.3050, 0.6526], [-1.5519, -4.1459, 0.5111], [-2.9036, -3.0454, 0.4814], [0.2267, 7.3188, -0.5969], [1.1709, 7.8034, 0.4720], [2.5182, 7.0448, 0.4552], [2.3158, 5.5955, 0.6328], [2.0167, 4.4981, 0.7542], [0.7297, 7.5264, -1.5278], [-0.7518, 7.7840, -0.5372], [-0.0336, 6.2649, -0.5190], [0.7566, 7.7070, 1.4635], [1.3693, 8.8467, 0.3385], [3.1995, 7.4641, 1.2095], [3.0720, 7.1485, -0.4871], [0.1990, 1.7107, 0.6104], [1.3775, 0.7324, 0.7061], [0.9485, -0.6939, 0.2338], [0.0193, -1.4260, 1.0747], [-0.6550, -2.0541, 1.7729], [0.5603, 2.6848, 0.8720], [-0.5907, 1.4758, 1.3436], [-0.2192, 1.6462, -0.4359], [1.7865, 0.6756, 1.6986], [2.1981, 1.0577, 0.1200], [1.8496, -1.3233, 0.3114], [0.5999, -0.7003, -0.8127], [7.2897, 3.3780, 1.0559], [5.8008, 3.5323, 1.3076], [5.4721, 4.7506, 2.1980], [5.9382, 6.0072, 1.6356], [6.4033, 6.9557, 1.2385], [7.7195, 4.2142, 0.4934], [7.4495, 2.4645, 0.5067], [7.8267, 3.2109, 1.9703], [5.4185, 2.6690, 1.8662], [5.1498, 3.7155, 0.4367], [5.9762, 4.6308, 3.1421], [4.3874, 4.7088, 2.3563], [-3.2046, -0.4116, 0.1355], [-3.4896, 0.0239, 1.5206], [-4.9778, 0.3317, 1.6938], [-5.4396, 1.4121, 0.8465], [-5.8533, 2.2395, 0.1551], [-2.1861, -0.8293, -0.0510], [-3.3348, 0.4129, -0.5572], [-3.8745, -1.2155, -0.1552], [-2.8904, 0.9141, 1.7396], [-3.2170, -0.6805, 2.2624], [-5.1500, 0.6076, 2.7156], [-5.5967, -0.5261, 1.4151], [4.2084, 2.2683, -4.1311], [4.5005, 2.8836, -2.7996], [5.6986, 3.8421, -2.6967], [6.9586, 3.2670, -3.1547], [7.9617, 2.7512, -3.3885], [5.1109, 1.7060, -4.4451], [3.9494, 3.0150, -4.8946], [3.3207, 1.5955, -4.1496], [4.5258, 2.0874, -2.0461], [3.6572, 3.4756, -2.5073], [5.7924, 4.1774, -1.6482], [5.4903, 4.7458, -3.3149], [-3.5268, -4.0503, 3.3613], [-3.2707, -3.6932, 4.7789], [-3.1269, -2.2394, 5.1140], [-4.3680, -1.4152, 5.0182], [-5.1979, -0.6614, 4.8332], [-3.8684, -5.0734, 3.2817], [-2.6688, -3.8452, 2.7375], [-4.2669, -3.3926, 2.9284], [-2.3748, -4.1793, 5.1161], [-4.0484, -4.1174, 5.3920], [-2.3735, -1.7602, 4.4910], [-2.7905, -2.1438, 6.1296]],
  "mulliken_charge": [-1.32, -0.56, 2.22, -0.12, -0.42, 0.30, 0.30, 0.42, 0.30, 0.21, -0.87, -0.39, -1.02, 1.92, -0.33, -0.02, -0.64, 0.51, 0.15, -0.06, -0.40, -0.57, -0.12, 0.44, -0.62, -0.23, 1.37, -0.09, -0.68, 0.48, -0.41, 0.49, 0.53, -0.33, 0.30, -0.80, -1.24, 0.12, -0.56, 0.17, -0.35, 0.35, 0.36, 0.33, 0.33, -0.07, 0.34, 0.31, -1.98, 2.83, 0.01, -0.20, -0.60, 0.50, 0.26, 0.76, -0.79, -1.50, 0.32, 0.38, -1.10, -0.55, 1.20, 0.06, -0.63, 0.34, 0.37, 0.18, 0.31, 0.35, -0.39, -0.11, -0.28, -1.09, 1.59, 0.16, -0.55, -0.39, 0.18, 0.51, 0.42, 0.42, 0.54, -1.24, -0.72, 1.76, 1.09, -0.22, -0.61, 0.43, 0.13, -0.24, -0.69, -0.38, -0.56, 0.11, -1.10, -0.23, -0.82, -0.16, 0.47, 0.39, 0.14, 0.30, 0.10, 0.43, 0.23, 0.44, -1.77, 1.20, 1.89, -0.45, -0.69, 0.40, 0.43, 0.40, -0.09, -0.69, -1.15, 0.35, -1.02, -0.83, 3.23, 0.14, -0.83, 0.42, 0.31, 0.06, 0.46, 0.29, -0.51, -1.59, -0.09, 0.40, -1.03, 0.34, -0.43, -0.45, 0.53, -0.08, 0.51, -0.47, 0.48, 0.39, -1.38, -0.78, 1.96, -0.22, -0.08, 0.43, 0.26, 0.35, 0.35, 0.37, -1.17, -0.27, -0.71, -0.77, -0.67, 0.28, -0.37, 0.28, 0.54, -0.14, 0.30, 0.44, 0.39, 0.30, 2.30, -1.12, 1.29, -0.68, 0.10, -0.91, -0.41, -0.26, -0.75, 0.94, -0.19, -0.33, -1.66, 1.21, -0.09, 0.06, -0.51, 0.41, 0.39, 0.47, -0.19, -0.43, 0.56, -0.27, 0.35, 2.14, 1.04, -0.37, -0.58, -1.01, -0.13, 0.32, -1.27, -0.51, -0.87, 0.64, -1.11, 1.12, -0.20, 0.08, -0.51, 0.51, 0.33, 0.00, -0.23, -0.34, -0.03, 0.41, -0.76, -1.35, 1.23, 0.08, -0.49, 0.50, -0.11, 0.47, 0.43, 0.45, -1.24, 0.71]
}

=====

## Q
{
  "formula": "C76H133N19",
  "method": "ωB97M-V with the def2-TZVPD basis set",
  "e_lumo_ha": 0.0073,
  "homo_energy_ev": -11.01,
  "homo_lumo_gap_ev": 11.21,
  "species": ["C", "C", "C", "C", "N", "H", "H", "H", "H", "H", "H", "H", "C", "C", "C", "C", "N", "H", "H", "H", "H", "H", "H", "H", "C", "C", "C", "C", "N", "H", "H", "H", "H", "H", "H", "H", "C", "C", "C", "C", "N", "H", "H", "H", "H", "H", "H", "H", "C", "C", "C", "C", "N", "H", "H", "H", "H", "H", "H", "H", "C", "C", "C", "C", "N", "H", "H", "H", "H", "H", "H", "H", "C", "C", "C", "C", "N", "H", "H", "H", "H", "H", "H", "H", "C", "C", "C", "C", "N", "H", "H", "H", "H", "H", "H", "H", "C", "C", "C", "C", "N", "H", "H", "H", "H", "H", "H", "H", "C", "C", "C", "C", "N", "H", "H", "H", "H", "H", "H", "H", "C", "C", "C", "C", "N", "H", "H", "H", "H", "H", "H", "H", "C", "C", "C", "C", "N", "H", "H", "H", "H", "H", "H", "H", "C", "C", "C", "C", "N", "H", "H", "H", "H", "H", "H", "H", "C", "C", "C", "C", "N", "H", "H", "H", "H", "H", "H", "H", "C", "C", "C", "C", "N", "H", "H", "H", "H", "H", "H", "H", "C", "C", "C", "C", "N", "H", "H", "H", "H", "H", "H", "H", "C", "C", "C", "C", "N", "H", "H", "H", "H", "H", "H", "H", "C", "C", "C", "C", "N", "H", "H", "H", "H", "H", "H", "H", "C", "C", "C", "C", "N", "H", "H", "H", "H", "H", "H", "H"],
  "xyz": [[8.3013, -0.0787, 4.0503], [8.8749, -0.0478, 2.6310], [8.4814, 1.1876, 1.8401], [7.0471, 1.3174, 1.6916], [5.9167, 1.3771, 1.6300], [7.2194, -0.1557, 4.0443], [8.5007, 0.8808, 4.5581], [8.7335, -0.8683, 4.6946], [8.5371, -0.9426, 2.1160], [9.9584, -0.0958, 2.6305], [8.8112, 1.1756, 0.8015], [8.7917, 2.1187, 2.3483], [1.7959, 4.9524, -3.2589], [0.6642, 5.8023, -2.6883], [-0.7416, 5.3896, -3.1998], [-0.9522, 3.9881, -2.7669], [-1.1751, 2.8925, -2.4386], [1.6646, 4.7605, -4.3405], [1.6470, 4.0028, -2.7636], [2.7888, 5.3182, -3.0032], [0.8391, 6.8556, -2.9367], [0.6495, 5.8298, -1.5698], [-0.8553, 5.4710, -4.2611], [-1.4912, 6.0030, -2.7131], [4.2612, -1.6366, 3.1707], [5.2307, -2.4823, 2.4360], [5.6261, -3.7615, 3.2086], [6.2845, -3.5250, 4.4605], [6.8259, -3.2578, 5.4259], [3.3384, -2.2033, 3.3071], [4.0183, -0.7615, 2.5494], [4.6234, -1.3022, 4.1485], [6.1271, -1.8914, 2.1757], [4.8155, -2.8818, 1.5223], [6.2546, -4.3125, 2.5278], [4.7283, -4.3582, 3.4803], [-4.2322, -6.5982, -3.0328], [-2.7800, -6.9954, -3.0508], [-1.7536, -6.0166, -2.4312], [-1.8201, -4.7197, -3.0476], [-1.8083, -3.6607, -3.4991], [-4.9145, -7.4069, -3.2933], [-4.4380, -5.7421, -3.6993], [-4.4656, -6.2802, -2.0093], [-2.5522, -7.2744, -4.0800], [-2.6422, -7.9352, -2.4952], [-0.7147, -6.3515, -2.5031], [-2.0413, -5.8875, -1.3856], [-7.7215, -5.6085, 2.0002], [-7.5902, -4.1844, 1.4352], [-6.3403, -3.4363, 1.9329], [-6.2095, -2.1430, 1.2362], [-6.1002, -1.1616, 0.6412], [-7.0288, -6.2778, 1.4822], [-8.7194, -6.0045, 1.7725], [-7.5856, -5.5715, 3.0816], [-8.4283, -3.5510, 1.8038], [-7.6205, -4.2278, 0.3477], [-5.3908, -3.9405, 1.7936], [-6.5079, -3.2440, 3.0231], [3.8246, 1.3567, -4.7575], [3.6975, 1.0671, -6.2395], [5.0264, 0.5906, -6.8094], [4.9562, 0.2541, -8.2404], [4.8813, -0.0302, -9.3459], [4.1921, 0.4548, -4.2156], [2.8786, 1.6070, -4.3019], [4.4620, 2.2165, -4.5480], [3.2982, 1.9467, -6.7375], [2.9661, 0.2539, -6.3590], [5.2795, -0.3491, -6.3108], [5.8832, 1.2848, -6.6852], [-2.5310, 0.0382, 0.3759], [-1.2989, 0.7850, 0.8373], [-0.1417, 0.6860, -0.2234], [0.8921, 1.6804, -0.1616], [1.8143, 2.3856, -0.1914], [-3.0047, 0.4966, -0.4998], [-3.2929, 0.0034, 1.1662], [-2.2920, -0.9884, 0.1197], [-0.9117, 0.4106, 1.8098], [-1.4728, 1.8856, 0.9269], [-0.5507, 0.8704, -1.2399], [0.3294, -0.2881, -0.2204], [1.2653, 0.6365, 4.7773], [1.7195, 0.9187, 3.2846], [2.9378, 1.8460, 3.2317], [2.6565, 3.2207, 3.6901], [2.4119, 4.2882, 4.0512], [1.9956, 0.0923, 5.3739], [0.3496, 0.0390, 4.7564], [0.9937, 1.5755, 5.3370], [0.8385, 1.3611, 2.7721], [1.9754, -0.0159, 2.8099], [3.2122, 1.8893, 2.1653], [3.7974, 1.5264, 3.7898], [-6.1623, 1.6866, -1.7070], [-5.8601, 3.0933, -2.1732], [-4.5033, 3.6527, -1.7169], [-4.2845, 3.3786, -0.2817], [-4.0348, 3.2456, 0.8377], [-7.1493, 1.4618, -2.0911], [-6.1886, 1.5518, -0.6369], [-5.4708, 0.9616, -2.1448], [-6.6939, 3.7692, -1.9146], [-5.8022, 3.0401, -3.2895], [-4.5147, 4.7202, -1.9611], [-3.6262, 3.2240, -2.2163], [2.3460, -4.9839, -3.6710], [1.9200, -3.6211, -4.3577], [2.8407, -3.1686, -5.5548], [4.0177, -2.4963, -5.0426], [4.8462, -1.8773, -4.5386], [1.5779, -5.3211, -2.9989], [3.3136, -4.9790, -3.1351], [2.3878, -5.7869, -4.3955], [1.9901, -2.8052, -3.6070], [0.8883, -3.6708, -4.6842], [2.2337, -2.5777, -6.2273], [3.2487, -4.0013, -6.1626], [0.5051, 5.8791, 1.6266], [-0.7686, 5.5713, 2.5162], [-1.8286, 4.8595, 1.6337], [-2.1474, 5.5803, 0.4285], [-2.4079, 6.1634, -0.5235], [0.2573, 6.6114, 0.8740], [0.9011, 4.9587, 1.1968], [1.2973, 6.2895, 2.2624], [-1.1972, 6.4838, 2.9173], [-0.4684, 4.9364, 3.3293], [-2.7979, 4.7366, 2.1306], [-1.4704, 3.8560, 1.4115], [4.9079, 4.2841, -0.7071], [4.8064, 4.4166, 0.8014], [5.9442, 5.2274, 1.4486], [7.2472, 4.6984, 1.1529], [8.3086, 4.3319, 0.9220], [3.9048, 4.0002, -1.1073], [5.6245, 3.5260, -0.9872], [5.1435, 5.2466, -1.1432], [4.6672, 3.4588, 1.2953], [3.8504, 4.9562, 0.9524], [5.7998, 5.2540, 2.5366], [5.9204, 6.2146, 0.9913], [-6.4742, -2.8965, -2.7213], [-5.0514, -2.4648, -3.1447], [-4.1173, -2.0310, -1.9989], [-4.0037, -3.0307, -0.9210], [-3.8655, -3.8201, -0.0871], [-6.5475, -3.8714, -2.2972], [-7.1030, -2.9119, -3.6191], [-6.9880, -2.1490, -2.0848], [-5.0963, -1.6649, -3.8789], [-4.6364, -3.3271, -3.6475], [-4.5344, -1.1297, -1.5438], [-3.1120, -1.8446, -2.3503], [-2.1114, -0.7699, -5.1418], [-1.2842, -0.2868, -3.9659], [0.1346, 0.2571, -4.2173], [0.1329, 1.2996, -5.2814], [0.2074, 2.0715, -6.1317], [-3.1313, -1.0078, -4.8281], [-1.6078, -1.6717, -5.4934], [-2.1905, -0.0557, -5.9774], [-1.2399, -1.1762, -3.3391], [-1.8442, 0.4845, -3.4448], [0.8251, -0.5639, -4.4600], [0.5645, 0.6748, -3.3381], [-6.8473, 2.7948, 4.7352], [-7.5258, 1.6961, 3.8855], [-6.5741, 1.2350, 2.7437], [-5.3923, 0.6005, 3.3005], [-4.5493, 0.0055, 3.8174], [-6.0149, 2.4381, 5.3217], [-7.5939, 3.1638, 5.4380], [-6.4525, 3.5860, 4.0931], [-8.4197, 2.1624, 3.4628], [-7.8743, 0.8793, 4.5428], [-6.2984, 2.1036, 2.0868], [-7.0788, 0.4944, 2.0934], [0.3722, -3.4080, -0.4733], [0.8893, -4.4720, 0.5138], [2.2134, -4.1152, 1.2106], [3.3107, -4.2353, 0.2914], [4.1920, -4.3418, -0.4327], [0.2447, -2.4273, 0.0276], [-0.6733, -3.6943, -0.6782], [0.8707, -3.2043, -1.4506], [0.9708, -5.4964, 0.0900], [0.0910, -4.4593, 1.2815], [2.3255, -4.6932, 2.1312], [2.1288, -3.1153, 1.6298], [5.9277, -1.1368, -1.1451], [5.7923, 0.2198, -1.8448], [4.4355, 0.8771, -1.5310], [3.2894, 0.0217, -1.7155], [2.3879, -0.6783, -1.8273], [5.1903, -1.8815, -1.4188], [5.9631, -0.9743, -0.0704], [6.8654, -1.6235, -1.4095], [6.0318, 0.1811, -2.9006], [6.5012, 0.8264, -1.3461], [4.3726, 1.8320, -2.0864], [4.3536, 1.2170, -0.4896], [-2.8107, -4.1580, 3.3300], [-2.7593, -2.7204, 2.9315], [-1.7545, -1.8840, 3.7497], [-0.4494, -2.5133, 3.5410], [0.5930, -2.9421, 3.3608], [-3.3870, -4.8089, 2.7161], [-3.2364, -4.2343, 4.3480], [-1.7977, -4.5993, 3.2779], [-3.6912, -2.1983, 3.0969], [-2.5177, -2.6402, 1.8646], [-2.1485, -2.0028, 4.7927], [-1.6983, -0.8324, 3.4643], [-3.2577, 4.4564, 5.0435], [-2.6675, 3.1995, 4.4789], [-2.5128, 2.1118, 5.5471], [-1.5977, 2.4269, 6.6315], [-0.8617, 2.6689, 7.4740], [-3.5759, 5.1448, 4.2528], [-2.5693, 5.0482, 5.6352], [-4.1451, 4.2493, 5.6775], [-1.6827, 3.4352, 4.0600], [-3.3105, 2.7418, 3.7071], [-2.1552, 1.2001, 5.0867], [-3.4501, 1.7858, 5.9621]],
  "mulliken_charge": [-0.90, -0.52, -0.61, -0.21, 0.19, 0.05, 0.36, 0.33, 0.25, 0.39, 0.36, 0.37, -0.78, -0.08, -0.86, 0.22, -0.18, 0.34, -0.08, 0.45, 0.38, -0.16, 0.48, 0.36, -0.64, 1.20, -0.68, 0.05, -0.51, 0.54, -0.42, 0.47, -0.21, -0.67, 0.54, 0.20, -0.81, -0.83, -0.13, 0.15, -0.28, 0.43, 0.18, 0.13, 0.34, 0.38, 0.30, 0.28, -1.32, -0.27, 0.04, 0.17, -0.43, 0.30, 0.39, 0.35, 0.36, 0.19, -0.29, 0.47, 0.49, -0.38, -0.12, -0.05, -0.46, -0.74, -0.38, 0.57, 0.52, 0.02, 0.05, 0.42, -0.46, 2.34, 2.28, -0.64, -0.18, 0.19, -0.20, -0.19, -0.57, -0.93, -1.15, -0.52, -1.34, 1.46, 1.78, -0.37, -0.67, 0.34, 0.14, 0.34, -0.86, -0.26, -1.23, 0.62, -0.46, -0.86, 0.24, 0.19, -0.34, 0.51, 0.00, -0.03, 0.32, 0.35, 0.44, -0.33, -1.13, 0.79, -0.87, 0.37, -0.55, 0.04, 0.29, 0.46, -0.57, 0.22, 0.36, 0.47, -1.18, -0.73, 1.91, -0.33, -0.71, 0.64, -0.06, 0.47, 0.46, 0.23, 0.11, -0.86, -0.60, 1.28, -0.62, 0.28, -0.55, -0.32, 0.18, 0.63, -0.96, 0.02, 0.34, 0.36, -1.37, -0.75, 3.47, -0.55, -0.50, 0.25, 0.52, 0.21, 0.49, 0.30, -0.65, -1.22, -1.30, 0.73, 2.46, -0.31, -0.73, 0.03, 0.26, 0.48, -0.48, -0.11, -0.38, -0.71, -0.95, -0.76, 0.21, 0.19, -0.43, 0.13, 0.43, 0.27, 0.39, 0.35, -0.04, 0.15, 1.25, -0.54, 1.13, -0.06, -0.66, -0.59, -0.22, -0.42, 0.40, -0.07, 0.66, -0.89, -0.92, -0.87, 2.67, -1.54, 0.52, 0.20, -0.18, 0.56, 0.36, 0.54, -0.02, -1.26, -1.72, 0.99, 1.17, -0.30, -0.44, 0.40, 0.38, 0.38, 0.07, -0.69, 0.63, -0.89, -1.61, 1.37, 0.60, -0.09, -0.55, 0.34, 0.40, 0.40, -0.51, -0.24, -0.57, 0.48]
}

=====

Stability summary - winner: Q; margin: 85.2 kJ/mol.